Entry 1:
31
Properties=species:S:1:pos:R:3:forces:R:3 method="wB97M-V/def2-TZVPD" smiles=CN1CCS[C@]12CCC[N@H+](C)C2 total_charge=+1 e_above_lowest_kcal_mol=39.21 lumo_energy_ev=-2.5273
S -0.914 1.848 -0.501 0.2130 0.4511 -0.2564
N 1.623 0.618 0.317 4.2710 -1.6917 -0.0988
N -1.963 -0.528 -0.184 0.3785 0.9659 2.1435
C 0.555 -0.055 0.832 -6.1132 -1.7392 2.6763
C -2.868 0.340 0.571 -1.1528 -1.2634 -1.0748
C 2.740 0.856 1.230 2.8645 0.7571 0.3027
C 1.140 0.120 -2.058 0.4641 0.1898 0.0777
C -0.666 0.098 -0.296 1.4896 -1.3116 -0.1794
C -2.624 1.699 -0.035 -1.6675 1.1020 -0.3080
C -0.154 -0.529 -1.589 0.8899 -1.5876 -0.7129
C -1.862 -1.919 0.231 -0.6174 -0.7364 -2.8660
C 2.143 -0.011 -0.878 1.5731 -0.7716 -3.8254
H 0.102 -1.680 -1.466 -0.4019 2.2888 -0.1313
H -2.703 -2.463 -0.357 1.5087 0.4250 1.3407
H 0.744 -1.112 0.913 0.3928 -0.4166 0.3282
H 2.457 1.621 1.972 0.1218 -0.5609 -0.1521
H -3.891 -0.097 0.480 0.3078 0.7874 -0.9647
H -1.931 -2.065 1.282 -0.1257 -0.2328 0.9985
H -1.035 -0.528 -2.252 0.7996 0.3195 -0.1494
H 3.627 1.263 0.584 -1.7121 -0.5941 1.4385
H -2.866 0.269 1.622 1.3454 0.2932 1.7767
H 3.120 0.531 -1.200 -1.5650 -1.3391 0.8288
H -2.806 2.569 0.626 -0.4785 -0.6363 -0.4270
H 1.525 -0.357 -2.971 0.1302 -0.0904 0.5079
H 0.263 0.372 1.881 0.4021 -0.7218 -2.0153
H 1.107 1.186 -2.330 -0.6087 -0.1556 0.1254
H 3.129 -0.113 1.707 -1.0218 1.3734 -0.7151
H -3.179 1.754 -0.999 0.1128 0.3140 0.9332
H 2.217 -1.093 -0.718 0.7758 0.3408 0.3318
H -0.857 -2.238 -0.166 -1.4785 -0.4398 0.7992
H 1.231 1.382 -0.076 -1.0976 4.6813 -0.7324

***

Entry 2:
63
Properties=species:S:1:pos:R:3:forces:R:3 method="wB97M-V/def2-TZVPD" total_charge=-2 lumo_energy_ev=3.8757
Hg 1.031 -0.193 0.193 -0.9315 -0.3607 0.9497
Br 1.715 -1.067 -1.938 0.0668 0.1862 0.3198
P 0.836 -0.068 3.608 -0.8185 1.1368 -4.4329
N 0.419 0.274 2.096 1.2776 -0.4028 1.7316
C -2.246 -0.403 1.102 -0.4920 -0.0150 -0.8228
C -0.123 2.538 3.799 -0.0843 -0.1176 -0.1265
C -1.688 0.835 4.569 -0.2207 0.0719 0.0534
C -2.164 -0.903 -1.142 -0.1415 0.5889 0.5543
C 1.625 1.495 -5.067 0.0394 -0.8890 -0.1599
C -0.960 -2.182 4.216 -0.1792 -0.1601 -0.0494
C 3.509 -0.679 3.087 0.0475 0.1900 -0.2222
C 2.661 0.296 3.921 0.2141 -0.1477 1.0702
C 3.158 0.190 5.380 0.4576 0.0945 0.0397
C 0.628 0.614 -5.596 0.7881 -0.1849 0.2227
C 0.972 -2.730 2.797 -0.0567 0.1256 -0.0744
C -2.260 0.519 -1.005 0.0469 -0.6825 0.3913
C 2.731 0.703 -4.643 -0.5801 -0.5119 -0.6257
C 0.264 1.363 6.000 -0.2567 0.3155 0.4384
C -2.168 -1.474 0.164 0.0285 0.9841 -0.0350
C 0.523 -1.875 4.002 0.3012 -0.3865 0.6479
C 1.253 -2.344 5.266 -0.0417 -0.4851 0.1339
C 1.123 -0.720 -5.500 0.6038 0.6813 0.1406
C -0.206 1.189 4.554 0.4836 0.1630 0.4932
C 2.427 -0.671 -4.917 -0.5506 1.0161 -0.5213
C 2.952 1.727 3.440 0.0954 -0.0736 -0.2375
C -2.305 0.826 0.388 -0.1083 -0.7283 -0.1280
H 4.240 0.399 5.374 -0.1353 -0.0504 0.0615
H 2.056 -2.728 2.645 -0.3285 0.0222 -0.0301
H -2.210 1.628 5.123 0.0626 -0.0724 -0.1073
H 3.019 -0.795 5.823 0.1253 0.1589 -0.1154
H 0.827 3.059 3.924 -0.1883 -0.0798 0.0500
H -1.565 -1.826 3.380 -0.0089 0.0434 0.1465
H -1.905 -0.104 5.071 -0.0786 0.1823 -0.0589
H -1.331 -1.782 5.164 0.0549 -0.1159 -0.1718
H -2.374 1.819 0.840 0.0630 -0.2532 -0.1738
H 0.656 -3.768 2.976 0.0676 0.1475 0.0304
H 4.540 -0.301 3.076 -0.0847 -0.0909 0.0151
H 4.033 1.825 3.275 -0.0846 0.0009 0.0453
H -0.930 3.185 4.160 0.0849 0.0026 0.1305
H 0.475 -2.378 1.885 0.0998 -0.1198 0.2010
H 3.649 1.065 -4.183 -0.1820 -0.0210 -0.0284
H -0.286 2.357 2.731 0.0494 -0.0209 0.1796
H -2.329 1.240 -1.821 0.1575 -0.2335 0.1951
H -1.080 -3.274 4.270 0.0808 0.1566 -0.0525
H -2.259 -0.515 2.176 0.0093 0.0331 -0.1480
H 1.189 1.941 6.084 -0.1792 -0.1248 -0.0954
H -0.333 0.910 -6.019 0.1876 -0.0636 0.1815
H 0.610 -1.627 -5.818 0.0264 0.1933 0.0925
H 3.161 -0.719 2.047 0.0798 -0.0701 0.2174
H -0.502 1.938 6.544 0.1008 -0.1132 -0.0210
H 2.699 0.911 6.054 0.1346 -0.0542 -0.1702
H -2.080 0.819 3.556 -0.0516 -0.1383 -0.0385
H 1.558 2.582 -5.014 -0.0311 -0.2297 0.0595
H -2.115 -2.528 0.419 0.0139 0.0211 -0.0915
H 0.392 0.408 6.529 -0.0156 0.1794 -0.0869
H 3.069 -1.523 -4.718 -0.0614 0.0731 0.0505
H 2.440 1.928 2.492 0.0561 -0.0014 0.1664
H -2.112 -1.456 -2.075 0.0726 0.1502 0.1032
H 1.046 -1.701 6.129 0.0501 -0.1072 -0.0979
H 0.892 -3.353 5.516 0.0399 0.1240 0.0000
H 3.532 -1.692 3.504 -0.0311 0.2416 -0.0704
H 2.665 2.486 4.176 0.0346 -0.2168 -0.1080
H 2.334 -2.428 5.132 -0.1794 0.0388 -0.0106

***

Entry 3:
109
Properties=species:S:1:pos:R:3:forces:R:3 method="wB97M-V/def2-TZVPD" total_charge=-1 e_above_lowest_kcal_mol=28.32 lumo_energy_ev=1.9492
Ge 2.148 3.132 0.882 0.0909 -0.0223 0.0403
Sc -1.817 -1.293 0.818 -1.1293 0.2064 0.1907
S -3.306 -4.125 -3.772 0.0251 0.0853 0.1564
S 0.504 -2.821 2.185 0.0004 0.1886 -0.0574
S -3.654 1.973 3.903 0.0487 -0.0784 -0.0174
S -3.292 -0.723 -1.494 -0.0382 0.0870 0.2021
S -2.435 -0.718 3.870 0.0730 -0.0089 -0.1872
O -1.572 0.643 0.762 0.0669 -0.2890 -0.1966
O -3.834 -5.392 -3.340 0.0246 -0.0586 -0.0714
O 0.185 -3.389 3.456 0.0835 -0.1235 0.0116
O -0.099 -1.478 1.917 0.4449 -0.2955 0.3208
O -0.829 2.671 0.272 0.1549 0.0585 0.0376
O -2.223 -4.127 -4.719 -0.0045 -0.1515 -0.0235
N 0.190 -3.789 1.019 0.0138 -0.0865 0.0083
N -2.914 -3.184 -2.491 0.1579 -0.0422 0.0108
N -3.145 -3.386 0.624 -0.0058 0.1639 0.0155
N -0.350 -2.244 -0.702 -0.0695 -0.0397 0.1246
N -4.353 0.129 2.179 0.2127 -0.3185 -0.0110
N -3.992 -1.065 1.602 -0.3464 0.0900 -0.5258
C -3.547 0.371 3.183 -0.1579 0.1894 0.1321
C -4.662 2.851 2.694 -0.0160 0.0187 -0.0363
C -4.466 -3.120 0.582 -0.0879 0.0603 0.1144
C 1.669 2.268 -3.760 -0.0127 0.0044 -0.0336
C 1.427 1.758 2.066 -0.0493 -0.0857 0.1178
C -4.901 -1.849 1.173 0.3091 0.0852 0.1645
C 2.121 1.514 -1.528 0.0547 0.0407 0.0012
C 0.497 -2.556 -2.914 -0.0587 0.0704 0.0724
C 6.073 2.051 2.180 -0.0174 0.0161 0.0035
C 0.291 -3.357 -0.291 0.0570 0.0489 -0.0015
C 4.028 -1.197 1.167 -0.0701 0.0111 -0.0483
C 0.416 5.511 1.018 0.0531 -0.0158 0.0261
C 1.632 3.817 -1.922 -0.0163 0.0483 0.0325
C -6.385 -2.256 -5.676 -0.0168 -0.0146 0.0168
C 4.948 3.771 0.332 -0.0181 0.0176 -0.0284
C 6.893 2.822 1.375 0.0529 0.0114 -0.0060
C 1.495 3.556 -3.278 -0.0033 0.0244 -0.0412
C 4.952 -1.934 1.898 -0.0019 0.0135 -0.0006
C 2.542 5.735 2.102 -0.0325 0.0053 -0.0132
C -3.558 -2.048 -2.506 -0.0349 0.0974 -0.2129
C 6.420 -1.624 1.805 0.0641 -0.0523 -0.0287
C 0.094 6.808 1.394 -0.0261 -0.0317 -0.0228
C 1.943 2.800 -1.025 -0.1538 -0.0082 -0.0829
C 4.485 -2.943 2.736 0.0230 -0.0414 0.0926
C 2.670 -1.452 1.280 0.1944 -0.0805 -0.0131
C 2.227 -2.445 2.138 0.0892 -0.1256 -0.0872
C -2.746 -4.594 0.232 -0.0346 0.0007 -0.0578
C -5.394 -4.023 0.086 0.0825 0.0005 0.0100
C -4.956 -5.261 -0.355 0.0212 0.0181 0.0072
C 4.101 3.009 1.140 0.0612 -0.0034 -0.0166
C 1.650 4.954 1.366 -0.0100 0.1345 0.0257
C 0.992 7.569 2.128 -0.0475 0.0580 -0.0001
C 1.985 1.244 -2.881 0.0085 -0.0338 -0.0144
C -4.598 -1.943 -3.597 0.1251 -0.0698 0.1478
C 1.012 -4.139 -1.198 0.0397 0.0192 -0.0542
C -5.492 -0.922 -3.862 -0.0458 0.0086 0.0122
C 4.691 2.147 2.062 -0.0109 -0.0112 0.0533
C -0.865 1.709 1.020 -0.1793 0.0571 -0.1144
C -3.613 -5.562 -0.253 0.0239 0.0658 0.0664
C -4.601 -3.085 -4.368 -0.1140 -0.0199 -0.1662
C -6.386 -1.092 -4.912 0.0232 -0.0149 -0.0188
C 2.217 7.030 2.484 0.0693 -0.0149 0.0158
C 3.131 -3.210 2.861 -0.0170 0.1658 -0.0041
C -5.482 -3.279 -5.411 -0.0083 0.0987 0.0100
C -0.079 1.696 2.311 -0.0705 0.1699 0.1342
C -0.226 -1.850 -1.979 0.1189 -0.0275 -0.0294
C 1.107 -3.738 -2.511 0.0067 0.0169 -0.0335
C 6.327 3.687 0.448 0.0140 -0.0123 -0.0053
H 2.770 -3.979 3.528 -0.0325 -0.0554 0.0152
H 2.381 0.705 -0.858 -0.0090 -0.1181 0.0773
H 2.923 7.616 3.059 0.0067 0.0056 0.0059
H 6.506 1.370 2.903 0.0002 0.0195 0.0307
H 0.531 -2.212 -3.936 0.0188 -0.0071 -0.0227
H 7.970 2.751 1.465 0.0283 -0.0026 0.0032
H 1.485 -5.038 -0.831 0.0042 -0.0189 0.0090
H -5.957 -1.622 1.295 0.0234 -0.0262 0.0170
H 3.508 5.331 2.382 0.0336 -0.0213 0.0068
H 1.659 -4.339 -3.222 0.0036 -0.0200 -0.0300
H 6.673 -1.221 0.825 0.0078 0.0358 -0.0016
H 0.735 8.578 2.423 -0.0014 0.0103 0.0035
H 6.961 4.289 -0.190 0.0210 0.0201 -0.0196
H -0.868 7.220 1.117 -0.0154 0.0140 -0.0015
H 1.786 0.793 1.702 -0.0359 0.1367 0.0658
H 6.710 -0.880 2.550 -0.0149 -0.0168 -0.0022
H -5.489 -0.027 -3.256 0.0154 0.0242 0.0230
H -4.211 2.783 1.707 0.0192 -0.0070 0.0058
H -6.439 -3.746 0.053 -0.0116 0.0012 0.0058
H 1.242 4.359 -3.959 -0.0015 0.0090 -0.0015
H -0.757 -0.943 -2.239 0.0213 -0.0323 -0.0192
H 4.072 1.527 2.699 -0.0207 -0.0130 0.0173
H -3.220 -6.512 -0.581 0.0048 -0.0303 -0.0229
H 7.025 -2.514 1.975 -0.0103 -0.0221 0.0093
H 1.922 1.916 3.027 0.0423 -0.0131 0.0148
H 4.369 -0.404 0.511 0.0223 0.0057 -0.0168
H -0.340 0.814 2.895 0.0325 0.0399 -0.0116
H -5.652 -5.975 -0.775 0.0040 -0.0051 -0.0015
H -4.681 3.890 3.020 -0.0100 0.0444 0.0008
H 4.525 4.439 -0.410 -0.0300 0.0146 -0.0089
H -5.471 -4.189 -5.994 0.0127 -0.0358 -0.0336
H 1.478 4.827 -1.560 -0.0121 0.0195 0.0181
H 1.950 -0.876 0.719 -0.0359 -0.0589 -0.1121
H -1.687 -4.789 0.319 -0.0150 -0.0237 -0.0172
H 2.124 0.235 -3.248 -0.0069 -0.0363 0.0096
H -5.675 2.458 2.653 -0.0054 -0.0309 0.0263
H -7.097 -0.308 -5.138 -0.0171 0.0088 -0.0047
H -0.295 4.915 0.465 -0.0666 -0.0669 -0.0296
H -7.098 -2.368 -6.482 -0.0130 0.0088 -0.0199
H -0.403 2.571 2.883 0.0393 -0.0075 -0.0791
H 5.196 -3.524 3.311 0.0176 -0.0202 0.0011
H 1.552 2.062 -4.816 0.0021 -0.0069 -0.0235

***

Entry 4:
12
Properties=species:S:1:pos:R:3:forces:R:3 method="wB97M-V/def2-TZVPD" smiles="CC(=O)C#C[SiH3]" e_above_lowest_kcal_mol=61.23 lumo_energy_ev=-0.1107
Si 2.648 -1.268 0.153 -1.1138 1.2619 1.8784
O -1.334 2.407 0.605 1.2376 0.6337 0.7627
C 1.183 -0.147 0.031 -3.7943 2.0086 0.1858
C -2.269 0.515 -0.390 0.5154 0.6840 -0.9293
C 0.166 0.569 0.181 3.9764 -2.0613 -0.2417
C -1.075 1.287 0.266 -3.1196 -1.0630 -1.2631
H 3.558 -0.145 0.549 0.6507 -0.8795 -0.6317
H -2.187 -0.507 -0.598 1.2494 -1.6449 -0.3752
H 2.260 -1.928 1.441 0.4026 -0.1751 -0.3785
H 2.710 -2.260 -0.907 0.4570 0.0964 -0.4182
H -2.417 1.000 -1.364 0.1445 0.0263 0.1198
H -3.244 0.478 0.034 -0.6058 1.1129 1.2910

***

Entry 5:
6
Properties=species:S:1:pos:R:3:forces:R:3 method="wB97M-V/def2-TZVPD" e_above_lowest_kcal_mol=49.22 lumo_energy_ev=0.0202
I -0.391 2.120 -1.248 -0.3845 0.0246 -0.4438
S -1.307 -0.481 0.670 0.0054 0.6844 0.7155
C -0.171 0.149 -0.582 4.4375 0.7112 2.9989
H -1.414 0.469 1.741 0.6271 -0.8474 -1.8280
H 0.067 -0.658 -1.250 -0.5775 0.0531 -0.7089
H 1.384 0.294 -0.130 -4.1080 -0.6260 -0.7337

***

Entry 6:
82
Properties=species:S:1:pos:R:3:forces:R:3 method="wB97M-V/def2-TZVPD" total_charge=-1 lumo_energy_ev=1.9026
S 3.187 -2.048 -4.093 -0.7281 -1.7697 -2.2017
O -5.977 -0.139 2.225 -0.1862 -0.0667 0.0024
O 3.748 -2.297 -5.401 0.6246 0.9544 0.2585
O -10.960 -3.057 3.900 -0.0502 -0.0294 0.0674
O 4.258 3.395 -0.993 -0.0433 -0.1779 -0.0722
O 4.403 -2.041 -3.026 -0.5823 0.5577 -0.0420
O 1.875 1.532 0.775 0.2477 -0.4965 0.2093
O 9.730 -0.358 -1.813 0.0564 0.0749 -0.0073
O 9.108 1.793 -1.670 0.1443 0.3733 0.0593
O -2.001 -0.313 -0.316 0.3608 -0.2555 0.3703
O 5.724 5.115 -1.030 -0.0877 -0.0264 -0.0103
O 11.083 1.039 -0.855 -0.0026 -0.0241 -0.0620
O 2.299 -3.102 -3.712 -0.0743 0.6402 1.1513
O -10.440 -2.479 1.779 -0.0627 -0.0527 -0.0209
O -12.091 -3.832 2.101 -0.0393 -0.0208 -0.0207
O 4.010 5.239 0.285 0.1537 0.0387 -0.1287
O -7.416 -0.216 3.832 -0.0321 0.0996 0.0868
O -5.432 -1.269 4.104 -0.0809 -0.0709 0.1144
O -1.721 -0.490 1.924 0.2781 0.7536 0.1924
O -0.893 -1.832 -3.343 0.8515 -0.7193 -0.4133
N 0.418 -1.580 -1.384 0.4155 -0.7117 -0.8695
N 2.221 -0.886 1.007 0.4627 0.9831 -0.5688
C -6.190 -0.608 3.448 0.1375 0.1274 -0.2490
C 2.809 4.663 0.813 -0.2779 -0.0957 0.2359
C 1.102 0.854 -2.263 0.2134 0.0188 0.0659
C -12.925 -4.571 2.991 -0.1958 -0.1684 0.0741
C -1.806 -2.510 0.697 -0.1907 0.4058 -0.9220
C 11.381 2.367 -0.424 0.1429 0.2342 0.1310
C 8.483 -0.560 -2.482 -0.3360 -0.4308 -0.2665
C -9.380 -1.665 2.295 0.2251 0.1961 -0.0625
C -4.693 -0.477 1.669 0.0898 0.1113 -0.2139
C -1.838 -0.986 0.837 0.0476 -1.3696 0.0691
C 6.473 4.385 -2.005 0.2549 -0.1418 -0.1873
C 4.625 4.476 -0.616 -0.0210 0.3039 0.2387
C -7.786 -0.653 5.139 -0.1184 -0.0134 0.2111
C -11.142 -3.114 2.712 0.0906 0.0704 -0.1849
C -0.133 -1.792 -2.435 -1.6025 0.9954 0.8358
C -0.931 0.641 -0.588 0.3642 0.7043 -0.9771
C 2.417 -0.410 -4.170 0.5535 0.8424 1.2833
C 2.473 0.421 -2.835 0.2249 0.4233 -0.7615
C 9.905 0.916 -1.468 -0.0445 -0.2352 0.1232
B 0.531 -0.047 -1.020 0.1337 0.9570 0.7525
B 1.571 0.206 0.312 0.2905 -0.5332 0.0174
H -4.585 -1.557 1.577 0.0093 0.0136 0.1803
H 2.078 4.504 0.022 0.0676 -0.1249 -0.0040
H -4.652 -0.038 0.675 -0.1700 0.0684 0.0560
H -12.339 -5.293 3.558 0.0123 0.1114 0.0865
H 4.730 -1.143 -2.866 -0.0424 -0.0215 -0.0752
H 2.364 -1.693 0.413 -0.2909 -0.1451 0.2282
H -8.883 -1.201 1.448 -0.1327 -0.1035 -0.0963
H -1.273 1.227 -1.462 -0.3264 -0.2814 0.3296
H 3.095 -0.587 1.433 -0.1605 -0.2685 0.3152
H 5.874 4.214 -2.898 -0.0431 -0.1043 0.0765
H 0.384 0.970 -3.103 0.1915 -0.1576 0.1968
H -8.788 -0.276 5.332 0.0104 0.0551 -0.1837
H -2.240 -2.797 -0.270 -0.0251 -0.0476 0.3310
H 1.376 -0.486 -4.501 0.2797 -0.6596 -0.0180
H -0.747 -2.792 0.629 -0.2139 0.0867 0.1942
H 3.023 3.727 1.327 -0.0596 -0.0080 -0.1179
H 12.356 2.337 0.055 -0.0128 -0.2020 -0.0490
H 2.994 0.126 -4.931 -0.1193 -0.3979 -0.0148
H -8.656 -2.275 2.832 -0.1203 -0.0167 0.0867
H 3.113 -0.118 -2.122 -0.4682 0.1786 0.2330
H 8.452 0.007 -3.411 -0.0482 0.0924 0.0939
H -2.297 -3.010 1.536 0.1437 0.1773 -0.0804
H -13.459 -3.901 3.664 0.1178 -0.0196 0.0773
H -7.805 -1.741 5.192 0.1153 0.0211 0.0423
H -9.775 -0.883 2.939 -0.0056 -0.1131 0.0828
H 11.427 3.046 -1.275 -0.1371 0.0027 0.0248
H 7.338 4.985 -2.273 -0.0867 0.1554 0.1689
H 3.020 1.344 -3.092 0.0692 -0.3530 0.0850
H 8.407 -1.619 -2.717 0.2032 -0.0172 0.1064
H -0.798 1.373 0.225 -0.3384 -0.3750 0.0222
H 6.820 3.440 -1.590 -0.0817 -0.0380 -0.0803
H 2.403 5.372 1.530 0.1667 0.1155 -0.0612
H 10.643 2.711 0.299 -0.0670 0.0318 -0.1196
H -13.648 -5.107 2.381 0.1007 0.0913 -0.1539
H 1.226 1.878 -1.864 -0.0720 -0.2298 -0.1562
H -7.107 -0.246 5.887 0.0794 -0.1217 -0.0390
H -3.890 -0.059 2.265 -0.0665 -0.1078 0.1332
H 2.466 1.957 0.146 -0.1404 0.1374 -0.1684
H 7.650 -0.284 -1.837 0.0547 0.1189 -0.0411

***

Entry 7:
7
Properties=species:S:1:pos:R:3:forces:R:3 method="wB97M-V/def2-TZVPD" smiles="N#CC1=PC1" e_above_lowest_kcal_mol=26.54 lumo_energy_ev=-1.2475
P -0.529 0.245 -1.809 0.7776 0.2193 1.6392
N 0.851 1.638 1.827 0.5661 0.6255 1.7820
C 0.041 0.710 -0.330 -2.0161 -3.3736 -3.2191
C -0.325 -1.108 -0.548 -0.1477 3.0396 2.3674
C 0.437 1.188 0.864 0.1463 0.3946 -0.4454
H -1.153 -1.247 0.237 1.2562 -0.2394 -1.5418
H 0.678 -1.426 -0.240 -0.5825 -0.6661 -0.5823

***

Entry 8:
7
Properties=species:S:1:pos:R:3:forces:R:3 method="wB97M-V/def2-TZVPD" smiles="NC(=O)O" e_above_lowest_kcal_mol=11.72 lumo_energy_ev=0.5012
O 1.331 -0.513 -0.159 -0.1914 0.7227 0.4772
O -0.318 0.005 -1.624 0.0420 0.2286 0.0741
N -0.794 -0.116 0.599 0.0734 0.5083 0.2708
C 0.041 -0.127 -0.488 -0.2023 -0.7926 -0.3820
H 1.883 0.280 -0.189 0.1553 -0.2472 -0.2473
H -1.729 0.209 0.405 0.0427 -0.0209 -0.1634
H -0.415 0.261 1.456 0.0804 -0.3990 -0.0294

***

| no. | M (g mol⁻¹) | frontier orbital gap (Ha) |
| --- | --- | --- |
| 1 | 187.332 | 0.361 |
| 2 | 627.013 | 0.145 |
| 3 | 1076.801 | 0.261 |
| 4 | 98.177 | 0.368 |
| 5 | 174.006 | 0.332 |
| 6 | 653.207 | 0.244 |
| 7 | 83.030 | 0.304 |
| 8 | 61.040 | 0.405 |